(1)
This record from OMol25 describes a structure of composition C37H53N2P3Pt. The level of theory is ωB97M-V/def2-TZVPD.

Positions of all 96 atoms, in Å:
1 Pt -0.18782 -0.34206 -0.20544
2 C -2.12488 -1.37996 2.70905
3 C -3.18108 -1.09215 1.64263
4 P -2.53143 -0.64122 -0.01381
5 C -3.49161 0.80401 -0.50693
6 C -2.86524 2.03864 -0.64689
7 C -3.60400 3.16743 -0.97774
8 C -4.97248 3.05848 -1.17002
9 C -5.60589 1.82807 -1.02349
10 C -4.87165 0.70146 -0.69176
11 C -3.05078 -1.97990 -1.10504
12 C -3.12002 -3.29434 -0.64321
13 C -3.52854 -4.30936 -1.49661
14 C -3.86437 -4.01718 -2.81218
15 C -3.77626 -2.71237 -3.28235
16 C -3.36141 -1.69559 -2.43634
17 C -1.40117 -0.08849 3.09704
18 P 0.05591 0.30268 2.08775
19 C 0.40546 2.02573 2.52917
20 C -0.63603 2.95631 2.59168
21 C -0.38683 4.25749 3.00263
22 C 0.90211 4.64055 3.35125
23 C 1.94452 3.72758 3.26390
24 C 1.70376 2.42777 2.84445
25 C 1.42599 -0.65829 2.77796
26 C 1.43478 -1.11291 4.09696
27 C 2.54659 -1.77476 4.59816
28 C 3.66565 -1.96620 3.79925
29 C 3.67442 -1.49589 2.49305
30 C 2.55600 -0.85276 1.98461
31 H -1.41986 -2.14969 2.38195
32 H -2.62858 -1.78169 3.58836
33 H -3.79021 -0.24446 1.96259
34 H -3.86134 -1.93443 1.51424
35 H -1.79644 2.11811 -0.47785
36 H -3.11497 4.12680 -1.08459
37 H -5.55135 3.93354 -1.43368
38 H -6.67462 1.74865 -1.17031
39 H -5.37205 -0.25466 -0.58665
40 H -2.86315 -3.53670 0.38153
41 H -3.59367 -5.32575 -1.13186
42 H -4.19923 -4.80735 -3.47109
43 H -4.03915 -2.48575 -4.30704
44 H -3.30287 -0.67867 -2.80647
45 H -1.07748 -0.09237 4.13741
46 H -2.09269 0.74925 3.00466
47 H -1.64842 2.68200 2.31849
48 H -1.20099 4.96756 3.05967
49 H 1.09246 5.64946 3.69294
50 H 2.95084 4.02753 3.52554
51 H 2.52414 1.72352 2.78973
52 H 0.58561 -0.96113 4.74800
53 H 2.54161 -2.13275 5.61879
54 H 4.53361 -2.47366 4.19890
55 H 4.55691 -1.62152 1.87796
56 H 2.56375 -0.46254 0.97463
57 C 3.41439 2.57114 -2.10210
58 C 2.23402 3.22060 -1.39090
59 C 1.31202 3.90041 -2.40555
60 C 2.73681 4.24560 -0.38336
61 N 1.51883 2.18688 -0.58081
62 N 0.64625 1.36315 -1.35487
63 H 4.02299 3.33667 -2.58311
64 H 3.09597 1.88130 -2.88968
65 H 4.04063 2.03314 -1.38971
66 H 1.84389 4.70588 -2.91077
67 H 0.43851 4.34016 -1.91395
68 H 0.96848 3.21622 -3.18557
69 H 3.26747 5.04298 -0.90281
70 H 3.42420 3.78597 0.32845
71 H 1.90987 4.69589 0.17173
72 H 0.97567 2.62739 0.15472
73 H 1.18128 1.03907 -2.15420
74 H -0.15336 1.87932 -1.72623
75 C 4.06281 -2.00123 -2.09864
76 C 2.93920 -0.99825 -1.82057
77 P 1.33683 -1.75490 -1.38475
78 C 0.74314 -2.37309 -2.99420
79 C -0.25521 -3.52299 -2.91980
80 C 1.73718 -3.23509 -0.39350
81 C 0.59449 -3.75620 0.47646
82 H 4.95684 -1.46737 -2.41891
83 H 3.80424 -2.70568 -2.88915
84 H 4.32243 -2.57117 -1.20815
85 H 2.75848 -0.39575 -2.71648
86 H 3.22708 -0.30505 -1.02843
87 H 1.63726 -2.67882 -3.54425
88 H 0.31553 -1.52029 -3.52850
89 H 0.19891 -4.41583 -2.48954
90 H -0.59325 -3.78045 -3.92270
91 H -1.13124 -3.26343 -2.32959
92 H 2.58379 -2.96330 0.23754
93 H 2.07969 -4.00462 -1.09038
94 H 0.22269 -2.96908 1.13570
95 H 0.94587 -4.57312 1.10585
96 H -0.24022 -4.12209 -0.12287

Its gap between HOMO and LUMO (spin up / spin down) is 8.4 / 6.5 eV. As for the expectation value of S²: 2.01. The LUMO energy (spin up / spin down) comes out at -0.163 / -0.273 Eh. As for the multiplicity: 3. As for the total charge: +2.

Mulliken population analysis, charges in e, atoms 1 to 5:
1. Pt 2.451
2. C -0.701
3. C -1.605
4. P 1.703
5. C 0.141

=====

(2)
This record from OMol25 describes a structure of composition C37H53N3O2P3PdS. The level of theory is ωB97M-V/def2-TZVPD.

Positions of all 100 atoms, in Å:
1 Pd 0.01944 -0.34119 0.00822
2 C 3.17475 -2.26766 2.29628
3 C 2.78745 -0.78490 2.32321
4 C 3.70298 0.01306 3.24220
5 P 0.95120 -0.66930 2.47256
6 C 0.36266 -1.61167 3.95997
7 C 0.16655 -3.10501 3.71600
8 C 1.16894 -1.35071 5.23029
9 C 0.43175 1.02633 2.95463
10 C 1.04786 1.90996 3.83436
11 C 0.52516 3.17904 4.04968
12 C -0.63598 3.57617 3.40227
13 C -1.30194 2.69550 2.56313
14 C -0.77354 1.42890 2.35043
15 N -1.37991 0.50160 1.47949
16 C -2.54094 -0.10893 1.82414
17 C -3.25675 0.20663 3.00577
18 C -4.40197 -0.48643 3.32932
19 C -4.85707 -1.51792 2.51176
20 C -4.15412 -1.85522 1.35804
21 C -3.01246 -1.16768 0.99088
22 P -2.01007 -1.57567 -0.47270
23 C -2.97557 -0.84955 -1.87088
24 C -4.32036 -1.52699 -2.12255
25 C -3.15728 0.65278 -1.65507
26 C -2.11304 -3.39573 -0.67891
27 C -1.43029 -4.09033 0.49230
28 C -1.43313 -3.75968 -1.99833
29 H 4.20509 -2.35933 1.94487
30 H 2.53425 -2.83184 1.61804
31 H 3.13204 -2.71480 3.28932
32 H 2.92853 -0.43857 1.29430
33 H 3.60169 -0.28300 4.28642
34 H 3.53357 1.08622 3.17170
35 H 4.74016 -0.17170 2.95039
36 H -0.63305 -1.17127 4.10136
37 H 1.10820 -3.62399 3.54613
38 H -0.47482 -3.28541 2.85949
39 H -0.30190 -3.55478 4.59397
40 H 2.16327 -1.79349 5.16777
41 H 0.66172 -1.81097 6.08068
42 H 1.27348 -0.28706 5.44481
43 H 1.94831 1.62187 4.35675
44 H 1.02703 3.85825 4.72575
45 H -1.03115 4.57086 3.56036
46 H -2.21559 2.98516 2.05900
47 H -2.89525 0.98676 3.66066
48 H -4.94095 -0.23483 4.23281
49 H -5.75120 -2.06588 2.77688
50 H -4.50826 -2.67684 0.74810
51 H -2.32601 -0.99888 -2.73892
52 H -5.00204 -1.37164 -1.28409
53 H -4.23035 -2.59815 -2.30486
54 H -4.78688 -1.08360 -3.00388
55 H -3.74326 0.84942 -0.75337
56 H -3.70351 1.07770 -2.49845
57 H -2.19410 1.15255 -1.58089
58 H -3.16426 -3.69517 -0.71092
59 H -0.39138 -3.76111 0.57204
60 H -1.43746 -5.17173 0.34313
61 H -1.94460 -3.88186 1.43061
62 H -0.38795 -3.45281 -1.96362
63 H -1.90613 -3.28958 -2.86117
64 H -1.46902 -4.84042 -2.14479
65 S 2.45465 6.26054 -0.41313
66 C 1.97136 4.55060 -0.24877
67 C 0.76900 4.09245 -0.76434
68 C 0.44027 2.75667 -0.61378
69 N 1.21860 1.87373 0.01952
70 C 2.37266 2.32569 0.51521
71 C 2.78746 3.64172 0.40972
72 C 3.11267 6.16234 -2.07340
73 C 2.32184 6.47441 -3.16801
74 C 2.88306 6.37320 -4.43410
75 N 4.13906 5.99695 -4.65419
76 C 4.89032 5.71576 -3.59325
77 C 4.42974 5.78466 -2.28614
78 H 0.09634 4.76155 -1.28305
79 H -0.47607 2.36092 -1.02963
80 H 3.00460 1.61058 1.02556
81 H 3.73377 3.95113 0.83197
82 H 1.29654 6.79410 -3.04193
83 H 2.29172 6.60807 -5.31168
84 H 5.91456 5.42326 -3.79482
85 H 5.08387 5.55456 -1.45618
86 O -0.03928 0.17894 -1.97465
87 C 1.70241 -2.09564 -3.42313
88 P 2.49070 -1.80389 -1.84084
89 C 3.18597 -0.14784 -1.91917
90 C 3.89812 -2.92212 -1.77187
91 O 1.59164 -2.01207 -0.65143
92 H 2.40668 -1.93400 -4.23999
93 H 0.86778 -1.39830 -3.50347
94 H 1.33962 -3.12174 -3.46748
95 H 3.85863 -0.03880 -2.77010
96 H 3.74497 0.03894 -1.00019
97 H 2.36749 0.56667 -2.00523
98 H 4.55751 -2.77861 -2.62818
99 H 3.54227 -3.95228 -1.76157
100 H 4.45418 -2.73720 -0.85214

Its gap between HOMO and LUMO (spin up / spin down) is 7.6 / 6.3 eV. As for the expectation value of S²: 6.05. The LUMO energy (spin up / spin down) comes out at -0.076 / -0.168 Eh. As for the multiplicity: 5. As for the total charge: +1. The energy above the lowest of the compared OMol25 structures with the same formula, charge and spin comes out at 0.0 kJ/mol.

Mulliken population analysis, charges in e, atoms 1 to 5:
1. Pd 1.852
2. C -1.700
3. C 2.754
4. C -1.651
5. P 1.359

=====

(3)
This record from OMol25 describes a structure of composition C37H54Br3N5O7PRe. The level of theory is ωB97M-V/def2-TZVPD.

Positions of all 108 atoms, in Å:
1 Re 0.37751 0.57967 0.28533
2 C 0.84841 -3.53748 6.61496
3 C 1.72895 -2.27969 6.63687
4 C 3.11547 -2.67378 7.14340
5 C 1.12740 -1.25340 7.60626
6 C 1.77593 -1.67830 5.23305
7 C 0.58725 -1.26023 4.63079
8 C 0.65362 -0.71785 3.37348
9 Br -0.92926 -0.16407 2.47852
10 C 1.83697 -0.56530 2.64812
11 O 1.74289 0.00082 1.42781
12 C 3.03656 -0.99244 3.21927
13 C 2.94933 -1.52905 4.51134
14 C 4.42279 -0.92120 2.56836
15 C 4.42499 -0.39571 1.13406
16 C 5.31320 -0.00259 3.41821
17 C 5.02207 -2.33682 2.53536
18 H 0.77542 -3.95979 7.61873
19 H 1.26964 -4.29863 5.95560
20 H -0.16531 -3.31935 6.27563
21 H 3.02582 -3.10159 8.14246
22 H 3.78595 -1.81485 7.21320
23 H 3.58352 -3.42648 6.50576
24 H 1.11471 -1.65901 8.61929
25 H 0.09966 -1.00015 7.34141
26 H 1.71022 -0.33078 7.61616
27 H -0.36331 -1.35025 5.13780
28 H 3.87323 -1.84330 4.97318
29 H 4.07542 0.63231 1.05497
30 H 3.80990 -0.99898 0.46594
31 H 5.44954 -0.42892 0.75918
32 H 4.89106 1.00312 3.47410
33 H 6.30202 0.07806 2.96323
34 H 5.44186 -0.37423 4.43502
35 H 4.39700 -3.00307 1.93571
36 H 5.12906 -2.77602 3.52715
37 H 6.01249 -2.30423 2.07854
38 Br 2.13120 2.76100 2.76709
39 C 0.75733 3.44320 1.69353
40 C 0.48763 4.80550 1.78451
41 C -0.53373 5.34633 1.03413
42 C -1.28428 4.50753 0.22359
43 C -0.95318 3.17462 0.18833
44 N 0.06823 2.63114 0.88967
45 C -1.76336 2.19875 -0.60813
46 O -2.66599 2.52143 -1.32394
47 O -1.37239 0.93132 -0.44205
48 H 1.08670 5.41448 2.44460
49 H -0.74884 6.40440 1.09243
50 H -2.11554 4.85023 -0.37519
51 Br 4.14257 0.70221 -4.63706
52 C 2.25493 0.67610 -4.62433
53 C 1.63297 0.57786 -5.86193
54 C 0.25212 0.57356 -5.94851
55 C -0.51870 0.67842 -4.80057
56 C 0.09898 0.78897 -3.56995
57 C 1.49166 0.78880 -3.45532
58 C 2.09827 0.81437 -2.09309
59 O 3.17424 0.39216 -1.78192
60 O 1.30120 1.38797 -1.13971
61 H 2.24206 0.50774 -6.75201
62 H -0.21805 0.49122 -6.91962
63 H -1.59847 0.67913 -4.86023
64 H -0.50942 0.85419 -2.68146
65 C -4.65827 -2.28487 -3.24592
66 N -3.95325 -1.72841 -2.10696
67 C -4.21415 -0.30732 -1.90356
68 P -3.39221 -2.61014 -0.82073
69 O -2.32963 -1.86042 -0.11010
70 N -4.60691 -3.02614 0.22644
71 C -5.93984 -3.30352 -0.28732
72 C -4.58308 -2.59990 1.61591
73 N -2.90298 -4.03651 -1.51343
74 C -1.92357 -3.96981 -2.58091
75 C -3.53243 -5.33235 -1.34936
76 H -4.31559 -1.80161 -4.16476
77 H -5.74037 -2.12832 -3.16998
78 H -4.47455 -3.35452 -3.33540
79 H -3.90926 0.25659 -2.78866
80 H -3.63300 0.06042 -1.06019
81 H -5.28002 -0.11747 -1.73133
82 H -5.89289 -3.67508 -1.30910
83 H -6.57473 -2.41051 -0.27370
84 H -6.42122 -4.07551 0.31805
85 H -3.56068 -2.37832 1.90943
86 H -4.97593 -3.39635 2.25283
87 H -5.19663 -1.70468 1.76812
88 H -1.41880 -3.00321 -2.56681
89 H -2.37374 -4.10775 -3.57149
90 H -1.18025 -4.76056 -2.44862
91 H -4.14034 -5.34561 -0.44984
92 H -2.76531 -6.10548 -1.25345
93 H -4.16360 -5.59567 -2.20775
94 C 1.95536 -2.71402 -2.61174
95 N 1.51526 -3.20281 -1.30573
96 C 1.73248 -4.62063 -1.01960
97 C 0.88287 -2.41574 -0.44257
98 C 0.44563 -3.00918 0.85563
99 O 0.69661 -1.19972 -0.74044
100 H 2.84650 -3.26526 -2.90058
101 H 2.20668 -1.66501 -2.54797
102 H 1.17768 -2.86566 -3.36339
103 H 2.39308 -5.02225 -1.78114
104 H 0.79900 -5.18232 -1.04229
105 H 2.20750 -4.75479 -0.04920
106 H 0.07430 -4.02191 0.71226
107 H -0.36739 -2.41577 1.24719
108 H 1.28977 -3.04906 1.54895

Its gap between HOMO and LUMO (spin up / spin down) is 7.1 / 7.4 eV. As for the expectation value of S²: 0.77. The LUMO energy (spin up / spin down) comes out at -0.120 / -0.114 Eh. As for the multiplicity: 2. As for the total charge: +1. The energy above the lowest of the compared OMol25 structures with the same formula, charge and spin comes out at 0.0 kJ/mol.

Mulliken population analysis, charges in e, atoms 1 to 5:
1. Re 0.872
2. C -1.592
3. C 1.817
4. C -2.032
5. C -1.630